[1]
Here is a 2-piece molecular cluster, C2H3N3O overall from the Open Molecules 2025 dataset. Energies are from ωB97M-V/def2-TZVPD.

Geometry as ORCA input:
```
! wB97M-V def2-TZVPD RIJCOSX def2/J DEFGRID3
* xyz 0 1
O 0.07951 1.89819 -0.87000
N -1.02346 -0.05031 -0.24208
N 0.94192 -1.52563 0.97112
N -1.13348 -1.29767 -0.13792
C 1.38442 -0.44982 0.76671
C -0.07785 0.76723 -0.19525
H -0.47633 1.91064 -1.66727
H -1.89643 -1.49739 0.52258
H 2.20170 0.24475 0.85211
*
```

Computed properties:
HOMO (alpha / beta)	-9.219 / -9.219	eV
Kohn-Sham gap (alpha / beta)	0.330 / 0.330	hartree
LUMO (alpha / beta)	-0.23 / -0.23	eV

Table of Mulliken atomic charges, one value per atom, all in e: atom 1 (O): -0.4262, atom 2 (N): 0.1627, atom 3 (N): -0.4795, atom 4 (N): -0.4942, atom 5 (C): 0.1175, atom 6 (C): 0.2160, atom 7 (H): 0.3381, atom 8 (H): 0.2468, atom 9 (H): 0.3189


[2]
Here is a single C2H3N3O molecule in a non-equilibrium geometry from the Open Molecules 2025 dataset. Energies are from ωB97M-V/def2-TZVPD.

Geometry as ORCA input:
```
! wB97M-V def2-TZVPD RIJCOSX def2/J DEFGRID3
* xyz 0 3
O 1.24786 -1.26542 -0.51365
N 1.19811 1.65348 -1.01027
N -0.77050 -1.16460 0.70082
N -0.01165 1.59908 -1.27335
C 0.32298 -0.71896 0.00866
C 0.33712 1.06238 -0.01886
H -1.67552 -0.57503 0.61819
H -0.95364 -2.24227 0.52460
H 0.30522 1.65134 0.96387
*
```

Computed properties:
HOMO (alpha / beta)	-7.211 / -10.004	eV
Kohn-Sham gap (alpha / beta)	0.286 / 0.267	hartree
LUMO (alpha / beta)	0.58 / -2.74	eV
<S²>	2.01

Table of Mulliken atomic charges, one value per atom, all in e: atom 1 (O): -0.4691, atom 2 (N): -0.3176, atom 3 (N): -0.4886, atom 4 (N): -0.3559, atom 5 (C): 0.5033, atom 6 (C): 0.1813, atom 7 (H): 0.2968, atom 8 (H): 0.2988, atom 9 (H): 0.3510


[3]
Here is C2H3N3O2 as an isolated structure in a non-equilibrium geometry from the Open Molecules 2025 dataset. Energies are from ωB97M-V/def2-TZVPD.

Geometry as ORCA input:
```
! wB97M-V def2-TZVPD RIJCOSX def2/J DEFGRID3
* xyz 0 1
O 0.20533 -0.53986 1.48134
O 1.39228 2.01853 -0.31485
N 1.05806 -1.58706 1.31082
N -0.06373 0.23140 0.28409
N -2.03376 0.79331 -1.56395
C 0.59431 1.20450 -0.09739
C -0.98205 1.20666 -1.28144
H 0.68914 -2.26646 0.64697
H 1.99413 -1.28102 1.04937
H -2.85371 0.21999 -1.51496
*
```

Computed properties:
HOMO	-9.472	eV
Kohn-Sham gap	0.357	hartree
LUMO	0.23	eV

Table of Mulliken atomic charges, one value per atom, all in e: atom 1 (O): -0.1861, atom 2 (O): -0.4212, atom 3 (N): -0.3452, atom 4 (N): -0.2007, atom 5 (N): -0.1620, atom 6 (C): 0.5614, atom 7 (C): -0.0560, atom 8 (H): 0.2510, atom 9 (H): 0.2536, atom 10 (H): 0.3051


[4]
Here is a 2-piece molecular cluster, C2H3N3O2 overall in a non-equilibrium geometry from the Open Molecules 2025 dataset. Energies are from ωB97M-V/def2-TZVPD.

Geometry as ORCA input:
```
! wB97M-V def2-TZVPD RIJCOSX def2/J DEFGRID3
* xyz 0 1
O 1.06281 -1.53366 0.63713
O 2.92216 0.97187 1.08862
N 0.31569 0.52923 -0.79026
N -1.89000 -0.03238 -0.01080
N -0.11825 -1.35968 0.63424
C -0.54115 -0.15652 -0.16185
C 3.22770 0.50325 0.09854
H -0.10894 1.31259 -1.28526
H -2.38163 -0.80348 0.41525
H -2.41782 0.58535 -0.60548
*
```

Computed properties:
HOMO	-9.580	eV
Kohn-Sham gap	0.324	hartree
LUMO	-0.77	eV

Table of Mulliken atomic charges, one value per atom, all in e: atom 1 (O): -0.2082, atom 2 (O): -0.1364, atom 3 (N): -0.4728, atom 4 (N): -0.3652, atom 5 (N): -0.0245, atom 6 (C): 0.4481, atom 7 (C): 0.1074, atom 8 (H): 0.1885, atom 9 (H): 0.2536, atom 10 (H): 0.2095


[5]
Here is a single C2H3N3O2 molecule in a non-equilibrium geometry from the Open Molecules 2025 dataset. Energies are from ωB97M-V/def2-TZVPD.

Geometry as ORCA input:
```
! wB97M-V def2-TZVPD RIJCOSX def2/J DEFGRID3
* xyz 0 1
O 0.80481 -0.43569 -1.68586
O -1.70450 0.67806 1.69525
N 1.50345 -1.20294 -0.59710
N -0.92927 1.00418 0.65571
N -0.15173 0.24242 -1.14283
C 0.93684 -0.79968 0.53098
C -0.06936 0.20542 0.10059
H -1.46527 1.33418 -0.10934
H -0.91747 1.07171 2.31739
H 1.41828 -1.08488 1.51693
*
```

Computed properties:
HOMO	-9.021	eV
Kohn-Sham gap	0.346	hartree
LUMO	0.40	eV
structure (SMILES)	ONc1cnon1

Table of Mulliken atomic charges, one value per atom, all in e: atom 1 (O): -0.0888, atom 2 (O): -0.4010, atom 3 (N): -0.2818, atom 4 (N): -0.2386, atom 5 (N): -0.2880, atom 6 (C): -0.1680, atom 7 (C): 0.4544, atom 8 (H): 0.2993, atom 9 (H): 0.4002, atom 10 (H): 0.3123


[6]
Here is a single C2H3N3O2 molecule in a non-equilibrium geometry from the Open Molecules 2025 dataset. Energies are from ωB97M-V/def2-TZVPD.

Geometry as ORCA input:
```
! wB97M-V def2-TZVPD RIJCOSX def2/J DEFGRID3
* xyz 0 1
O 2.44358 -0.54724 -0.27094
O -0.09025 -1.07830 0.04468
N -2.31081 -0.90641 -0.12777
N -0.93159 1.10790 0.04792
N 1.04756 -0.20718 0.37735
C -1.28801 -0.30039 0.15011
C 0.34641 1.07793 -0.07761
H 2.92685 -1.01711 0.41294
H -2.97944 -0.27681 -0.35911
H 0.83570 2.14762 -0.19757
*
```

Computed properties:
HOMO	-9.817	eV
Kohn-Sham gap	0.348	hartree
LUMO	-0.35	eV
structure (SMILES)	[H]/N=c1\ncn(O)o1

Table of Mulliken atomic charges, one value per atom, all in e: atom 1 (O): -0.3805, atom 2 (O): -0.2334, atom 3 (N): -0.5385, atom 4 (N): -0.3945, atom 5 (N): 0.0634, atom 6 (C): 0.5731, atom 7 (C): -0.0397, atom 8 (H): 0.3567, atom 9 (H): 0.2770, atom 10 (H): 0.3163


[7]
Here is a single C2H3N3O2 molecule in a non-equilibrium geometry from the Open Molecules 2025 dataset. Energies are from ωB97M-V/def2-TZVPD.

Geometry as ORCA input:
```
! wB97M-V def2-TZVPD RIJCOSX def2/J DEFGRID3
* xyz 0 1
O 1.32883 0.11019 -2.11944
O 0.04611 -1.84102 0.00065
N 1.18880 -0.90682 0.00503
N -0.25453 0.74756 -0.56761
N 0.20258 -0.90102 0.99365
C -0.60931 0.28408 0.91766
C 0.74692 0.00454 -1.04726
H -0.32019 1.06659 1.63932
H -0.63078 1.50887 -1.10724
H -1.69843 -0.07297 1.28524
*
```

Computed properties:
HOMO	-10.373	eV
Kohn-Sham gap	0.405	hartree
LUMO	0.64	eV
structure (SMILES)	O=C1NCn2on21

Table of Mulliken atomic charges, one value per atom, all in e: atom 1 (O): -0.5630, atom 2 (O): -0.2526, atom 3 (N): -0.1532, atom 4 (N): -0.1928, atom 5 (N): 0.0882, atom 6 (C): -0.1796, atom 7 (C): 0.5638, atom 8 (H): 0.2351, atom 9 (H): 0.1968, atom 10 (H): 0.2572


[8]
Here is a single C2H3N3O2 molecule in a non-equilibrium geometry from the Open Molecules 2025 dataset. Energies are from ωB97M-V/def2-TZVPD.

Geometry as ORCA input:
```
! wB97M-V def2-TZVPD RIJCOSX def2/J DEFGRID3
* xyz 0 1
O -1.15067 -0.55615 0.56004
O 0.47810 2.44196 1.29055
N 0.74206 0.20423 -0.50071
N -0.86028 -1.31743 -0.55296
N -0.30958 1.26681 1.46996
C 0.28265 -0.85059 -1.11184
C -0.19625 0.44520 0.50045
H 0.94390 -1.33704 -1.89404
H -1.09226 -2.35331 -0.49669
H 1.16234 2.05632 0.73525
*
```

Computed properties:
HOMO	-8.498	eV
Kohn-Sham gap	0.326	hartree
LUMO	0.36	eV
structure (SMILES)	O/N=c1\nc[nH]o1

Table of Mulliken atomic charges, one value per atom, all in e: atom 1 (O): -0.2155, atom 2 (O): -0.3202, atom 3 (N): -0.5019, atom 4 (N): -0.1084, atom 5 (N): -0.4106, atom 6 (C): -0.0420, atom 7 (C): 0.6233, atom 8 (H): 0.3368, atom 9 (H): 0.2929, atom 10 (H): 0.3456


[9]
Here is a single C2H3N3O2 molecule in a non-equilibrium geometry from the Open Molecules 2025 dataset. Energies are from ωB97M-V/def2-TZVPD.

Geometry as ORCA input:
```
! wB97M-V def2-TZVPD RIJCOSX def2/J DEFGRID3
* xyz 0 1
O -2.17612 -0.63095 0.11309
O 2.30624 -0.55196 0.14932
N 0.02680 -1.04713 -0.19984
N 0.74155 1.16831 -0.20432
N -0.75749 1.06500 0.11766
C -0.91484 -0.20776 -0.05769
C 1.20614 -0.19711 -0.03171
H -1.33647 1.88993 -0.25566
H -2.93950 0.13969 0.10995
H 1.41121 1.55961 0.58836
*
```

Computed properties:
HOMO	-10.013	eV
Kohn-Sham gap	0.365	hartree
LUMO	-0.07	eV
structure (SMILES)	O=c1nc(O)[nH][nH]1

Table of Mulliken atomic charges, one value per atom, all in e: atom 1 (O): -0.5189, atom 2 (O): -0.4745, atom 3 (N): -0.4801, atom 4 (N): -0.3228, atom 5 (N): -0.1770, atom 6 (C): 0.5838, atom 7 (C): 0.4248, atom 8 (H): 0.3005, atom 9 (H): 0.3488, atom 10 (H): 0.3152


[10]
Here is a single C2H3N3O2 molecule from the Open Molecules 2025 dataset. Energies are from ωB97M-V/def2-TZVPD.

Geometry as ORCA input:
```
! wB97M-V def2-TZVPD RIJCOSX def2/J DEFGRID3
* xyz 0 1
O -0.15457 -0.05264 1.99122
O 0.07030 -1.48743 0.20468
N 0.12673 -0.10025 -1.49977
N -0.12241 2.03325 -0.18152
N 0.19531 -1.32120 -1.24543
C -0.02343 0.63053 -0.34624
C -0.03496 -0.26058 0.68439
H 0.71958 2.50653 -0.49415
H -0.19558 0.90495 2.10029
H -0.89699 2.40679 -0.71528
*
```

Computed properties:
HOMO	-9.495	eV
Kohn-Sham gap	0.368	hartree
LUMO	0.52	eV
structure (SMILES)	Nc1nnoc1O

Table of Mulliken atomic charges, one value per atom, all in e: atom 1 (O): -0.5118, atom 2 (O): -0.2002, atom 3 (N): -0.1772, atom 4 (N): -0.5571, atom 5 (N): -0.1992, atom 6 (C): 0.2485, atom 7 (C): 0.5154, atom 8 (H): 0.2698, atom 9 (H): 0.3319, atom 10 (H): 0.2799


Respective total energy values: -8635.5783; -8634.1970; -10681.5367; -10684.9330; -10681.6540; -10682.3235; -10682.7657; -10683.6426; -10685.9449; -10685.9597 eV.